1.
Formula: C22H27NO10
Source: the OMol25 dataset
Level of theory: ωB97M-V/def2-TZVPD

Properties
F_max in Eh/bohr: 0.023
LUMO in eV: 0.557
Frontier orbital gap in eV: 9.97
Relative energy (zero: lowest compared OMol25 entry of this formula, charge and spin) in eV: 0.2331
E_HOMO in eV: -9.4

Structure (XYZ):
```
60
Properties=species:S:1:pos:R:3:forces:R:3
C -5.14378 -2.37484 -0.17684 -0.2 0.1 -0.1
C -4.25358 -1.40743 -0.91896 0.2 -0.4 0.3
O -4.65239 -0.52220 -1.64256 -0.2 0.4 -0.3
N -2.92896 -1.61549 -0.69823 0.2 -0.1 -0.1
H -2.60327 -2.37957 -0.12208 -0.1 0.1 -0.1
C -1.95132 -0.78500 -1.34635 0.2 0.2 0.3
H -2.34459 -0.54904 -2.34565 0.2 0.0 0.2
C -0.59140 -1.46223 -1.53979 -0.8 -0.7 -0.5
O 0.17346 -0.75595 -2.44371 0.1 0.1 0.2
C 0.04730 0.66415 -2.41242 0.3 0.6 0.0
C 1.40001 1.24562 -2.84368 -0.5 -0.2 -0.5
H 1.60967 0.93612 -3.87295 -0.1 0.2 0.2
H 1.37300 2.33393 -2.76279 0.0 -0.1 0.0
O 2.43443 0.76913 -2.00431 -0.2 0.2 0.4
C 3.22331 -0.20316 -2.50359 0.4 -0.2 0.0
O 3.17012 -0.59441 -3.63587 0.0 -0.1 -0.1
C 4.17459 -0.69624 -1.45258 -0.1 0.0 -0.2
H 5.01896 -1.19070 -1.92282 0.0 0.0 0.0
H 4.50287 0.12794 -0.82709 0.0 0.0 0.1
H 3.64628 -1.40809 -0.82125 0.0 0.0 0.1
C -0.37042 1.16535 -1.02654 -0.1 -0.6 0.4
C -1.72629 0.55499 -0.61401 0.0 0.4 -0.6
O -1.76129 0.34157 0.79226 0.1 -0.3 0.1
C -2.31080 1.31498 1.54584 -0.1 0.0 0.2
O -2.81587 2.30402 1.09245 -0.1 0.2 0.0
C -2.17488 0.99345 3.00503 -0.1 0.0 -0.1
H -1.24904 1.44882 3.35562 0.1 0.0 0.0
H -2.12568 -0.08019 3.15802 0.0 -0.1 0.1
H -3.00434 1.42794 3.55492 0.0 0.0 0.0
H -2.53186 1.25494 -0.87483 0.2 -0.2 0.0
H 0.39694 0.89042 -0.29019 -0.2 0.0 -0.2
O -0.48899 2.58188 -1.07918 0.0 0.1 -0.4
C -0.25259 3.26570 0.05762 0.1 0.3 0.0
O 0.17822 2.76361 1.06015 0.1 -0.1 0.2
C -0.62236 4.70725 -0.10836 0.1 -0.1 0.0
H -1.66286 4.80487 0.20045 -0.1 0.0 0.0
H -0.00712 5.32821 0.53560 0.0 0.0 0.0
H -0.53475 5.00680 -1.14751 0.0 0.1 0.0
H -0.71009 0.98495 -3.14369 0.1 0.0 0.0
O 0.14870 -1.54763 -0.30425 0.2 0.2 0.0
C -0.11901 -2.54719 0.52959 0.0 -0.2 0.1
O -1.00326 -3.35121 0.34829 0.0 -0.1 0.0
C 0.77491 -2.59557 1.74808 0.1 0.1 0.0
C 1.85387 -1.55410 1.82036 0.1 -0.1 0.1
C 1.52508 -0.20880 1.92693 0.1 0.0 0.1
C 2.51404 0.75306 2.02027 -0.1 0.1 0.0
C 3.84693 0.37732 2.03261 0.1 0.0 0.0
C 4.18417 -0.96198 1.94078 0.1 0.0 0.1
C 3.19248 -1.92214 1.82606 -0.1 0.0 0.0
H 3.46373 -2.96631 1.75161 0.0 -0.1 0.0
H 5.22155 -1.26292 1.95387 0.1 0.0 0.0
H 4.62120 1.12542 2.11908 0.1 0.1 0.0
H 2.23345 1.79284 2.08522 0.0 0.1 0.0
H 0.48807 0.08789 1.93710 -0.1 0.1 0.0
H 1.20106 -3.60197 1.78247 -0.1 0.1 0.0
H 0.10730 -2.50616 2.61164 0.0 -0.1 -0.1
H -0.70611 -2.48156 -1.93410 0.0 0.3 0.1
H -6.17335 -2.22868 -0.48931 0.0 0.0 0.0
H -4.83902 -3.39832 -0.37950 0.0 -0.1 0.0
H -5.06644 -2.19408 0.89308 0.0 0.0 0.1
```
Forces are in eV/Å.


2.
Formula: C3H5N3O
Source: the OMol25 dataset
Level of theory: ωB97M-V/def2-TZVPD

Properties
F_max in Eh/bohr: 0.167
LUMO in eV: -0.188
Frontier orbital gap in eV: 8.07
Relative energy (zero: lowest compared OMol25 entry of this formula, charge and spin) in eV: 6.7197
E_HOMO in eV: -8.3

Structure (XYZ):
```
12
Properties=species:S:1:pos:R:3:forces:R:3
C 0.92477 -1.39603 -0.07341 -3.2 5.0 -0.8
C 1.47729 0.80875 0.22410 -1.2 -2.8 -2.2
C 0.11705 0.68274 -0.14419 4.4 -0.6 2.9
H -2.40742 -0.38874 -0.53306 2.6 -1.9 3.3
H -1.84510 -1.03022 1.36737 0.8 1.1 -5.0
H 0.65279 -2.33268 -0.32591 0.7 -3.6 -0.4
H 2.11434 1.77336 0.46128 -1.3 -2.6 -0.8
H -0.23921 2.40380 -0.86542 -2.7 -2.9 4.4
N -1.66599 -0.97746 0.15152 -1.2 1.0 0.3
N -0.32388 -0.58879 -0.29417 0.2 -0.9 1.8
N 1.90228 -0.59830 -0.00050 2.1 1.5 1.6
O -0.70692 1.64357 0.03238 -1.1 6.9 -5.1
```
Forces are in eV/Å.


3.
Formula: C2H2ClN4O
Source: the OMol25 dataset
Level of theory: ωB97M-V/def2-TZVPD

Properties
F_max in Eh/bohr: 0.080
Charge: -1
LUMO in eV: 3.787
Frontier orbital gap in eV: 8.01
Relative energy (zero: lowest compared OMol25 entry of this formula, charge and spin) in eV: 0.0000
E_HOMO in eV: -4.2

Structure (XYZ):
```
10
Properties=species:S:1:pos:R:3:forces:R:3
C 1.06540 -0.73114 0.59691 -2.1 0.8 0.6
C -1.19548 0.53208 0.21083 -0.6 0.6 -3.6
N 2.18657 -0.61110 -0.10524 0.1 -0.5 0.5
N 1.97531 0.14585 -1.15362 -3.0 1.5 -1.3
N 0.73191 0.63391 -1.24140 2.1 0.0 0.1
N 0.07919 0.27076 -0.09527 3.2 -2.5 0.5
O 0.75104 -1.41135 1.56478 0.0 0.6 -0.4
Cl -2.57280 -0.66731 -0.68120 0.4 0.0 0.4
H -1.61916 1.40168 -0.29821 0.5 0.0 0.5
H -1.40198 0.43662 1.20243 -0.7 -0.5 2.6
```
Forces are in eV/Å.


4.
Formula: C2H4N2O2
Source: the OMol25 dataset
Level of theory: ωB97M-V/def2-TZVPD

Properties
F_max in Eh/bohr: 0.060
LUMO in eV: 0.838
Frontier orbital gap in eV: 10.92
Relative energy (zero: lowest compared OMol25 entry of this formula, charge and spin) in eV: 6.6466
E_HOMO in eV: -10.1

Structure (XYZ):
```
10
Properties=species:S:1:pos:R:3:forces:R:3
C 0.09693 -0.65411 -0.37811 -0.1 -2.4 1.5
C -1.43056 -0.58715 -0.03199 2.0 1.3 -0.7
N 1.20503 1.27722 0.82049 0.4 1.8 0.7
N 0.86300 0.52349 -0.32044 0.4 2.0 -1.1
O 0.64117 -1.67654 -0.75289 -0.6 1.3 0.2
O 2.19133 0.47610 0.15310 -0.1 -0.6 -0.1
H -1.56799 -0.27935 1.07674 -0.1 -0.4 -2.1
H -1.77644 -1.58910 -0.32538 -0.2 0.5 0.5
H -1.71580 0.17128 -0.83172 -0.6 -0.7 1.5
H 1.49335 2.33817 0.59021 -1.2 -2.8 -0.2
```
Forces are in eV/Å.